A cluster of 4 separate species, C3H14N2O3 in total at a distorted geometry, computed with ωB97M-V/def2-TZVPD.

Values from the calculation:
Orbital gap: 9.6 eV
LUMO energy: 0.0227 hartree
Energy above the lowest of the compared OMol25 structures with the same formula, charge and spin: 1.536 eV
HOMO energy: -9.0 eV

Geometry as ORCA input:
```
! wB97M-V def2-TZVPD RIJCOSX def2/J DEFGRID3
* xyz 0 1
O -0.4784 -2.1416 1.3625
O -2.8638 -0.7673 -0.4900
O -1.5015 0.7219 -2.3397
N 2.3306 -1.2724 -1.4159
N 1.2312 0.0029 0.1904
C 1.2116 -0.8330 -0.9208
C 0.5338 1.3574 0.3638
C 0.6118 1.7759 1.8947
H 0.3357 2.9014 1.9802
H -2.2261 -1.1376 0.1149
H -1.0832 0.2422 -3.0657
H 0.0854 1.1684 2.6265
H 0.2289 -1.0654 -1.3227
H 2.3176 -1.6715 -2.4104
H -1.8712 0.1880 -1.6275
H 1.1012 2.1403 -0.1608
H 1.6590 1.7456 2.2739
H -0.1616 -2.7896 0.7775
H 2.1329 -0.0365 0.5208
H 0.2992 -1.7510 1.6011
H -3.3200 -0.0688 -0.0351
H -0.5734 1.2907 0.0824
*
```



A cluster of 10 separate species, C20H40Br20 in total at a distorted geometry, computed with ωB97M-V/def2-TZVPD.

Values from the calculation:
Orbital gap: 10.1 eV
LUMO energy: 0.0044 hartree
Energy above the lowest of the compared OMol25 structures with the same formula, charge and spin: 0.460 eV
HOMO energy: -9.9 eV

Geometry as ORCA input:
```
! wB97M-V def2-TZVPD RIJCOSX def2/J DEFGRID3
* xyz 0 1
Br 3.7040 3.7147 -1.1738
Br 5.5424 -5.8654 -0.9304
Br 0.1886 6.4948 -2.2749
Br 4.3779 3.8885 3.4050
Br -2.6855 -1.0779 3.6331
Br 4.8294 1.0066 -4.2373
Br -2.2535 0.1991 0.0429
Br -4.5149 -3.0857 -3.1424
Br -6.2526 2.8960 -0.1795
Br -1.7654 3.9403 -0.3731
Br 1.1056 -0.7772 -6.1280
Br -1.2682 2.2769 4.2891
Br 2.2107 -1.1737 2.4135
Br -0.4455 -4.0593 0.6052
Br 0.4279 -4.0561 -3.9002
Br 0.0121 -2.1975 6.3243
Br 5.4466 -2.7860 1.1637
Br -6.2685 -0.4919 -1.2095
Br 1.9996 -0.4798 -1.2810
Br 1.1515 4.0167 1.8286
C 2.7806 0.1479 -5.9220
C -3.0619 1.6349 4.5296
C 4.3639 -3.3116 -0.3438
C 0.2514 0.3875 -1.2709
C 2.2373 2.4793 2.1435
C 1.9960 4.3461 -1.9047
C -4.3964 3.0282 -0.7839
C -3.5740 0.6334 3.5194
C 0.0960 -3.4218 -2.0824
C -5.6641 -2.2623 -0.6585
C 1.7807 5.7575 -1.4562
C 3.6406 -0.4155 -4.8221
C 4.0450 -4.7735 -0.3465
C 1.0190 -2.0572 3.6785
C -0.3042 -4.6041 -1.2699
C -0.2835 0.3562 0.1310
C 0.8338 -1.1695 4.8902
C -5.8213 -3.3093 -1.7228
C 2.9980 2.5111 3.4459
C -3.6038 3.7367 0.2733
H 1.6433 5.7953 -0.3773
H 3.7977 -5.1236 0.6514
H -6.2450 -2.5465 0.2186
H 3.2004 -4.9987 -0.9949
H -4.0457 2.0217 -0.9729
H 1.0049 -2.9620 -1.7235
H -0.3893 -0.1712 -1.9491
H -0.0532 -0.5357 0.6963
H 1.5382 -2.9755 3.9188
H 3.3029 0.1878 -6.8743
H -3.7235 2.5026 4.4521
H -0.6968 -2.6845 -2.1736
H 2.3563 2.7187 4.2993
H 0.5020 -5.3365 -1.2699
H 1.7931 -0.8261 5.2687
H -0.0971 1.2477 0.7220
H 1.6174 1.5845 2.1752
H -3.5071 3.1567 1.1811
H -6.7997 -3.2342 -2.1848
H 1.2436 3.6841 -1.4915
H -4.4582 3.5824 -1.7120
H 2.1290 4.2453 -2.9737
H 0.0522 -2.2378 3.2173
H 3.4335 -2.7472 -0.2547
H 4.2611 -1.2282 -5.1903
H 2.5469 1.1897 -5.7182
H 3.0742 -0.7912 -3.9784
H -3.2252 1.2844 5.5458
H 2.6241 6.4178 -1.6371
H 4.8791 -2.9340 -1.2201
H -5.6758 -4.2930 -1.2863
H -4.6172 0.4716 3.7905
H -4.6448 -2.1172 -0.3390
H 0.3574 1.3616 -1.7382
H -3.5490 1.0124 2.5030
H 3.5225 1.5781 3.6234
H 0.1840 -0.3171 4.7310
H -3.9944 4.7380 0.4044
H 2.9658 2.3587 1.3429
H -1.1826 -5.1557 -1.5845
*
```



A structure of composition C28H39N3O5PrS4Si2 at a distorted geometry, computed with ωB97M-V/def2-TZVPD.

Values from the calculation:
Orbital gap (alpha / beta): 6.1 / 6.2 eV
LUMO energy (alpha / beta): 0.0542 / 0.0544 hartree
Energy above the lowest of the compared OMol25 structures with the same formula, charge and spin: 0.243 eV
HOMO energy (alpha / beta): -4.7 / -4.7 eV
⟨S²⟩: 2.00

Geometry as ORCA input:
```
! wB97M-V def2-TZVPD RIJCOSX def2/J DEFGRID3
* xyz -1 3
Pr 0.0050 0.4464 -1.5920
S -1.6951 -0.6950 -3.6725
S 1.8275 -1.6544 -1.6650
S -0.2471 -2.1148 -4.2477
S 1.5018 -1.2230 -3.6523
Si 2.1521 0.9652 1.7028
Si 1.0539 3.5733 0.3695
O -6.6671 2.7700 0.2465
O -3.3290 3.5227 -2.5107
O -5.6360 3.6440 -1.5101
O -1.4878 2.2794 -2.2298
O -0.7913 -1.1772 0.2427
N 2.0324 1.8626 -2.1804
N -2.4246 1.0957 -0.0192
N -4.4329 1.1997 0.8656
C -3.1754 0.6706 0.9193
C 2.8125 1.8581 -3.2543
C 3.3712 1.8684 2.7607
C -2.8289 -2.9457 -0.7710
C -0.6232 -3.5556 0.3385
C 4.7636 1.5829 -1.9555
C 1.5796 -4.1478 1.3409
C 0.6722 4.5418 -1.2464
C -3.2264 1.9440 -0.7295
C -1.7481 -3.9728 -0.3972
C 2.2443 4.7412 1.1791
C -0.9458 -6.2379 -0.4772
C -0.4560 -2.2161 0.7991
C 2.9337 -0.7743 1.4448
C -0.5741 3.7914 1.3602
C 0.7003 0.7847 2.8799
C 2.5840 1.7312 -0.9546
C 0.1379 -5.8484 0.2963
C 1.6572 1.8175 0.1695
C -5.7098 2.8610 -0.4879
C -1.0778 -7.6330 -1.0505
C -1.8395 -5.2570 -0.8489
C 0.2983 -4.5279 0.6765
C 4.2103 1.7410 -3.2337
C -2.6646 2.6065 -1.9281
C -2.8793 -0.2405 2.0669
C -4.4504 2.0584 -0.1741
C 3.9940 1.5146 -0.8493
H 2.9119 2.6705 3.3424
H -5.1875 1.0543 1.5017
H 2.1371 -3.5706 0.5885
H -0.6859 3.3368 2.3113
H -1.9381 -0.6824 1.9384
H -3.6111 -3.4966 -1.2646
H -2.9745 0.3479 2.9809
H 4.4629 1.2030 0.1019
H 1.6638 4.8736 -1.6639
H 1.4890 -3.5814 2.2859
H -3.6609 -1.0020 2.1267
H 3.1988 4.7442 0.6327
H -0.3500 -8.2578 -0.5506
H 0.8224 0.0589 3.6770
H 0.0439 -2.1306 1.7742
H 2.3244 1.8472 -4.2305
H 0.4615 1.7642 3.3562
H 2.1258 -5.0593 1.5213
H 4.7714 1.7000 -4.1443
H 2.3947 -1.5138 2.0016
H 3.7625 1.1895 3.4919
H 4.2905 2.3349 2.3546
H -2.0467 -8.0000 -0.9144
H -0.8137 4.8592 1.5310
H -1.3549 3.4195 0.6476
H 3.9880 -0.7361 1.7074
H -2.3702 -2.2216 -1.4021
H -4.6386 3.5907 -1.9253
H 0.1060 3.9787 -1.9679
H -0.1947 0.5157 2.2947
H 2.4710 4.4444 2.2179
H 5.8328 1.3989 -1.9406
H -0.7353 -7.6469 -2.1268
H 0.0063 5.3553 -1.0059
H -2.6315 -5.5645 -1.5150
H 1.7391 5.7086 1.2424
H 2.8813 -1.1252 0.3984
H 0.8890 -6.6458 0.4861
H -3.2018 -2.4126 0.1180
*
```